Record 1
Formula: C5H13N2
Source: the Open Molecules 2025 dataset
Level of theory: wB97M-V/def2-TZVPD

Properties
Structure (SMILES): CCCCNC=[NH2+]
Molecular weight, g/mol: 101.17
Strongest force on any atom, eV/Å: 1.8
Orbital gap, eV: 11.24
Energy above the lowest of the compared OMol25 structures with the same formula, charge and spin, kcal/mol: 30.8

```
! wB97M-V def2-TZVPD RIJCOSX def2/J DEFGRID3
* xyz 1 1
C 0.19 -0.98 -3.06
C -0.45 -0.74 -1.70
C 0.46 -1.17 -0.52
C 0.94 -0.07 0.40
N 0.17 -0.01 1.67
C -0.57 0.95 2.11
N -0.82 2.07 1.41
H 0.10 -2.00 -3.43
H 1.25 -0.75 -3.00
H -0.26 -0.30 -3.78
H -1.36 -1.31 -1.55
H -0.61 0.31 -1.52
H -0.05 -1.89 0.12
H 1.39 -1.70 -0.77
H 0.85 0.90 -0.07
H 1.97 -0.16 0.73
H 0.10 -0.84 2.26
H -1.14 0.80 3.01
H 0.04 2.41 0.98
H -1.51 2.69 1.78
*
```

Record 2
Formula: C3H4N2O
Source: the Open Molecules 2025 dataset
Level of theory: wB97M-V/def2-TZVPD

Properties
Structure (SMILES): NC1=CN1C=O
Molecular weight, g/mol: 84.08
Strongest force on any atom, eV/Å: 0.5
Orbital gap, eV: 9.74
Energy above the lowest of the compared OMol25 structures with the same formula, charge and spin, kcal/mol: 92.4

```
! wB97M-V def2-TZVPD RIJCOSX def2/J DEFGRID3
* xyz 0 1
N 1.82 -0.02 -0.06
C 0.58 0.52 0.19
C -0.33 1.40 0.26
N -0.77 0.03 0.72
C -1.36 -0.80 -0.26
O -0.76 -1.24 -1.22
H 1.71 -0.84 -0.65
H 2.29 -0.29 0.80
H -0.80 2.37 0.24
H -2.39 -1.11 -0.01
*
```

Record 3
Formula: C10H34F2HgNO11S2
Source: the Open Molecules 2025 dataset
Level of theory: wB97M-V/def2-TZVPD

Properties
Molecular weight, g/mol: 647.10
Strongest force on any atom, eV/Å: 5.9
Orbital gap, eV: 3.31

```
! wB97M-V def2-TZVPD RIJCOSX def2/J DEFGRID3
* xyz 1 1
Hg 0.93 2.58 1.96
N 0.46 0.69 1.20
S 1.24 -0.71 1.37
O 1.61 -1.38 0.19
O 0.92 -1.41 2.56
F 2.64 -0.04 1.84
S -1.09 0.22 0.68
O -1.58 -0.95 1.25
O -1.23 0.50 -0.69
F -1.79 1.47 1.37
O 2.19 1.92 3.73
H 1.92 1.62 4.62
H 3.06 1.51 3.57
O 4.59 -0.71 -0.18
H 3.74 -0.28 -0.27
H 4.38 -1.65 -0.21
C -0.24 0.55 6.82
C 0.36 -0.60 6.02
O 1.79 -0.59 6.14
H -0.24 0.32 7.89
H -1.31 0.58 6.60
H 0.23 1.51 6.60
H 0.22 -0.41 4.95
H -0.11 -1.54 6.29
H 2.02 -0.63 7.08
C 3.22 -5.96 -0.64
C 3.49 -4.51 -0.26
O 3.79 -3.72 -1.40
H 2.29 -5.97 -1.22
H 3.07 -6.61 0.22
H 3.98 -6.35 -1.32
H 4.35 -4.48 0.43
H 2.65 -4.05 0.24
H 4.47 -4.10 -1.96
C 1.12 1.06 -3.20
C 1.25 2.26 -2.26
O 2.38 3.05 -2.57
H 2.15 0.70 -3.28
H 0.92 1.42 -4.21
H 0.38 0.33 -2.91
H 1.45 1.89 -1.24
H 0.29 2.79 -2.17
H 2.22 3.48 -3.41
C -2.15 1.37 -5.29
C -2.46 1.86 -3.91
O -1.78 3.12 -3.69
H -2.42 0.33 -5.45
H -1.06 1.38 -5.42
H -2.51 2.06 -6.05
H -2.17 1.18 -3.11
H -3.52 2.11 -3.77
H -1.78 3.27 -2.74
C -5.94 0.99 -2.04
C -4.86 1.22 -1.00
O -5.22 0.45 0.17
H -6.11 -0.09 -2.12
H -5.67 1.40 -3.01
H -6.88 1.40 -1.69
H -4.87 2.26 -0.67
H -3.87 0.94 -1.37
H -4.92 0.95 0.93
*
```

Record 4
Formula: C25H25FMnN5SSi
Source: the Open Molecules 2025 dataset
Level of theory: wB97M-V/def2-TZVPD

Properties
Molecular weight, g/mol: 529.60
Expectation value of S²: 1.16
Strongest force on any atom, eV/Å: 0.6
Orbital gap (alpha / beta), eV: 6.78 / 6.85

```
! wB97M-V def2-TZVPD RIJCOSX def2/J DEFGRID3
* xyz 1 2
Mn -0.63 -0.16 -0.38
N 1.31 -3.70 -0.53
C 2.51 -2.99 -0.56
C 3.84 -3.40 -0.63
C 4.78 -2.40 -0.66
C 4.43 -1.04 -0.62
C 3.11 -0.64 -0.55
C 2.15 -1.64 -0.51
N 0.77 -1.56 -0.43
C 0.32 -2.79 -0.46
C -1.13 -2.99 -0.43
C -1.91 -4.09 -0.43
S -3.56 -3.63 -0.37
C -3.11 -2.00 -0.36
N -1.83 -1.79 -0.40
H 1.21 -4.70 -0.55
H 4.11 -4.44 -0.67
H 5.83 -2.67 -0.72
H 5.21 -0.29 -0.65
H 2.82 0.41 -0.51
H -1.62 -5.13 -0.44
H -3.84 -1.19 -0.33
C -0.34 0.60 4.36
Si 0.14 -0.29 2.78
C -0.70 -1.97 2.84
C 1.99 -0.54 2.77
N -0.43 0.57 1.35
C -1.04 1.83 1.41
C -0.65 2.91 2.21
C -1.33 4.12 2.16
C -2.40 4.32 1.30
C -2.79 3.28 0.46
C -2.10 2.10 0.56
F -2.43 1.05 -0.30
H -0.24 -0.12 5.18
H -1.37 0.95 4.34
H 0.31 1.44 4.59
H -0.56 -2.40 3.83
H -0.26 -2.68 2.13
H -1.77 -1.90 2.65
H 2.33 -0.74 3.79
H 2.52 0.34 2.41
H 2.30 -1.39 2.16
H 0.20 2.79 2.86
H -1.00 4.93 2.79
H -2.91 5.27 1.26
H -3.60 3.38 -0.25
N -0.16 0.68 -1.77
C -0.45 1.37 -2.89
C -0.02 2.71 -3.02
C -0.29 3.41 -4.18
C -1.00 2.80 -5.21
C -1.43 1.49 -5.10
C -1.16 0.77 -3.95
H 0.52 3.16 -2.20
H 0.04 4.44 -4.28
H -1.21 3.36 -6.12
H -1.98 1.02 -5.91
H -1.48 -0.26 -3.83
*
```

Record 5
Formula: C12H19NO2
Source: the Open Molecules 2025 dataset
Level of theory: wB97M-V/def2-TZVPD

Properties
Structure (SMILES): C#CCOCOCC#CCN(CC)CC
Molecular weight, g/mol: 209.29
Strongest force on any atom, eV/Å: 0.7
Orbital gap, eV: 9.54
Energy above the lowest of the compared OMol25 structures with the same formula, charge and spin, kcal/mol: 111.0

```
! wB97M-V def2-TZVPD RIJCOSX def2/J DEFGRID3
* xyz 0 1
C 6.17 1.26 3.20
C 5.38 0.45 2.82
C 4.43 -0.51 2.27
H 3.41 -0.22 2.58
H 4.65 -1.51 2.65
O 4.50 -0.62 0.86
C 4.01 0.50 0.18
O 2.64 0.66 0.32
C 1.88 -0.37 -0.31
C 0.48 -0.22 0.04
C -0.66 -0.06 0.40
C -2.08 0.10 0.68
N -2.92 0.12 -0.51
C -2.93 -1.16 -1.20
C -3.79 -2.20 -0.47
H -4.76 -1.77 -0.24
H -3.93 -3.07 -1.11
H -3.32 -2.52 0.45
H -3.36 -1.00 -2.19
H -1.91 -1.55 -1.34
C -2.62 1.24 -1.39
C -3.87 1.67 -2.16
H -4.20 0.89 -2.85
H -3.65 2.57 -2.74
H -4.68 1.88 -1.47
H -1.80 1.00 -2.09
H -2.30 2.07 -0.77
H -2.23 1.04 1.22
H -2.41 -0.72 1.33
H 2.00 -0.30 -1.40
H 2.24 -1.35 0.02
H 4.46 1.43 0.56
H 4.30 0.34 -0.87
H 6.87 1.95 3.57
*
```